# 1
The molecule C7H13Cl. Source: the Open Molecules 2025 dataset; level of theory: the ωB97M-V functional and the def2-TZVPD basis.

Element x y z (Å)
Cl 3.336 0.055 -0.641
C -0.910 2.083 -0.013
C 0.726 -0.748 0.170
C -1.395 0.694 -0.449
C -1.574 -1.626 -0.751
C -0.707 -0.410 -0.301
C 1.596 0.260 -0.712
C 1.216 -0.527 1.686
H 1.075 0.383 -1.649
H -1.172 2.321 1.040
H 1.380 1.226 -0.199
H 0.994 -1.852 -0.333
H -2.432 0.647 -0.510
H -2.499 -1.594 -1.324
H 0.253 -0.903 2.304
H -1.674 -2.279 0.129
H -1.148 2.698 -0.887
H -0.765 -2.328 -1.369
H 1.242 0.676 1.693
H 0.235 2.292 0.185
H 2.224 -1.070 1.931

Output
2S+1	1
HOMO-LUMO gap	10.18	eV
DFT total energy	-734.57787	a.u.
structure (SMILES)	C/C=C(/C)[C@H](C)CCl


# 2
The molecule C5H11NO. Source: the Open Molecules 2025 dataset; level of theory: the ωB97M-V functional and the def2-TZVPD basis.

Element x y z (Å)
O 1.461 1.681 0.424
N 1.547 -0.124 -0.874
C -0.587 0.446 0.266
C 0.859 0.730 -0.052
C -0.758 -0.903 1.020
C -1.295 1.616 0.969
C 1.048 -1.261 -1.618
H 2.484 0.237 -0.957
H 0.500 -1.984 -1.018
H -1.170 -1.715 0.432
H -0.816 2.523 0.612
H -1.303 1.494 2.047
H -1.094 0.365 -0.703
H -1.243 -0.642 1.954
H -2.327 1.631 0.618
H 0.226 -1.275 1.315
H 0.456 -1.133 -2.528
H 2.013 -1.686 -1.906

Output
2S+1	1
HOMO-LUMO gap	10.39	eV
DFT total energy	-327.10215	a.u.
structure (SMILES)	CNC(=O)C(C)C


# 3
C9H25MnO10S3 as an isolated structure. Source: the Open Molecules 2025 dataset; level of theory: the ωB97M-V functional and the def2-TZVPD basis.

Element x y z (Å)
Mn -1.017 2.286 2.586
S -1.393 3.534 -3.247
S 1.937 0.500 1.997
S -1.798 -2.620 -0.417
O 2.191 -0.902 1.942
O -1.240 4.354 -4.409
O -1.414 1.673 0.811
O -1.472 1.989 -3.744
O 0.684 0.977 2.572
O 3.081 1.279 2.806
O -2.446 3.730 -2.284
O -0.969 -2.324 -1.555
O -3.229 -2.425 -0.449
O -1.428 -4.139 -0.019
C -2.241 -4.766 0.994
C -1.174 -1.743 1.041
C 2.087 1.184 0.347
C 4.454 0.898 2.511
C -1.377 -5.276 2.127
C 5.221 2.105 2.025
C -2.919 0.084 -3.356
C -1.869 1.007 -2.793
C 0.186 3.535 -2.364
H -0.996 0.414 -2.490
H 0.976 3.115 -2.978
H 0.078 3.040 -1.402
H -3.848 0.630 -3.515
H 3.120 1.107 0.017
H 4.825 2.586 1.130
H -2.022 1.562 0.086
H 4.871 0.562 3.461
H -2.587 -0.368 -4.289
H -0.617 -5.991 1.826
H 4.493 0.037 1.842
H -0.340 -2.346 1.389
H -2.210 1.457 -1.858
H -3.107 -4.198 1.332
H -0.850 -0.747 0.746
H 1.856 2.253 0.355
H -1.982 -1.622 1.758
H -0.883 -4.423 2.604
H 6.273 1.871 1.876
H 0.362 4.603 -2.221
H -2.046 -5.723 2.864
H -2.678 -5.641 0.502
H 1.364 0.744 -0.337
H 5.141 2.857 2.814
H -3.049 -0.722 -2.633

Output
charge	+1
2S+1	6
HOMO-LUMO gap (spin up / spin down)	7.22 / 7.18	eV
DFT total energy	-3455.54860	a.u.


# 4
The molecule C19H20N2O6. Source: the Open Molecules 2025 dataset; level of theory: the ωB97M-V functional and the def2-TZVPD basis.

Element x y z (Å)
O 1.389 -1.570 4.459
O -4.289 1.220 -2.443
O -3.216 0.145 -4.437
O -2.108 -1.664 -4.130
O 0.419 -2.267 0.026
O -0.768 -1.726 1.852
N -2.652 -0.656 -3.729
N 2.074 -1.159 2.344
C -2.590 -0.408 -2.308
C 2.320 -0.583 -1.835
C 2.991 1.148 2.467
C -2.345 0.017 0.419
C 1.250 -1.691 3.262
C -3.412 0.560 -1.688
C -1.540 -0.935 -0.205
C -5.161 2.161 -1.856
C 3.048 -0.106 -0.759
C 0.092 -2.510 2.671
C -1.677 -1.142 -1.569
C -0.522 -1.709 0.539
C 1.419 1.608 -0.413
C 3.201 -0.345 2.743
C 2.618 1.006 -0.047
C 1.152 0.050 -2.217
C -3.261 0.746 -0.307
C 0.693 1.138 -1.492
C 3.445 1.582 1.068
H -0.523 -2.882 3.493
H 4.490 1.292 0.934
H 3.976 -0.590 -0.485
H -2.241 0.185 1.479
H 1.919 -1.315 1.358
H -3.868 1.476 0.203
H 3.315 -0.505 3.819
H -1.067 -1.883 -2.065
H -4.610 2.993 -1.409
H 1.936 1.388 2.608
H 0.498 -3.343 2.086
H 0.608 -0.297 -3.082
H 3.564 1.717 3.201
H -5.805 1.695 -1.104
H 3.392 2.672 1.016
H 1.067 2.469 0.138
H -0.224 1.633 -1.779
H 4.100 -0.702 2.234
H -5.771 2.533 -2.677
H 2.673 -1.442 -2.385

Output
2S+1	1
HOMO-LUMO gap	8.64	eV
DFT total energy	-1296.90534	a.u.
structure (SMILES)	COc1ccc(C(=O)OCC(=O)NCCCc2ccccc2)cc1[N+](=O)[O-]